[1]
ORCA calculation (wB97M-V/def2-TZVPD) on a structure of composition C42H39BF6O2.

Last column: Löwdin charge in e.
Geometry (Å):
C 5.0811 -2.7288 3.5184  -0.090
C 3.8167 -3.1824 3.1087  -0.083
C 2.9281 -2.3135 2.4700  -0.027
C 3.2318 -0.9498 2.3325  -0.182
C 2.2222 0.0537 1.9126  -0.106
C 1.4103 -0.2619 0.8561  0.005
C 0.1220 0.4197 0.5157  -0.293
C -0.9545 0.0720 1.5920  -0.138
C -1.9484 0.9948 1.9199  -0.005
C -3.1335 0.5656 2.5237  -0.044
C -3.2144 -0.7448 3.0394  -0.073
C -2.1152 -1.6002 2.9103  -0.069
C -0.9924 -1.2020 2.1753  -0.035
C 2.1437 1.3139 2.6884  -0.142
C 1.6058 2.4822 2.1470  -0.034
C 1.5293 3.6719 2.8615  -0.064
C 2.1036 3.7482 4.1297  -0.083
C 2.7044 2.6107 4.6899  -0.073
C 2.6750 1.4056 3.9891  -0.034
C 4.5222 -0.5180 2.7120  -0.048
C 5.4439 -1.3912 3.2898  -0.078
H 5.7818 -3.4096 4.0096  0.100
H 3.5282 -4.2199 3.2956  0.101
H 1.9599 -2.6789 2.1086  0.101
H 1.6881 -1.0991 0.2074  0.135
H 0.2789 1.4886 0.6964  0.081
H -1.8735 2.0386 1.6150  0.111
H -4.0090 1.2140 2.5537  0.110
H -4.1584 -1.1001 3.4897  0.109
H -2.1610 -2.6136 3.3433  0.113
H -0.1610 -1.8905 2.0787  0.105
H 1.2419 2.4397 1.1066  0.073
H 1.0365 4.5332 2.4159  0.106
H 2.0821 4.6948 4.6881  0.105
H 3.1765 2.6633 5.6673  0.101
H 3.0925 0.5187 4.4811  0.118
H 4.7995 0.5243 2.5698  0.121
H 6.4289 -1.0331 3.5824  0.102
C -1.9421 -2.8996 -3.1599  -0.013
C -2.1833 -3.1454 -1.6790  -0.442
C -3.3912 -4.0407 -1.5692  -0.013
C -0.8996 -3.6283 -0.8943  -0.451
C -1.2302 -4.4258 0.3639  -0.006
C 0.1647 -4.3362 -1.6999  -0.001
O -0.3047 -2.3891 -0.4309  0.106
B -1.3303 -1.4828 -0.4100  -0.448
C -0.4272 0.3073 -0.8659  -0.086
C 0.8133 1.0698 -1.5699  -0.162
C 0.7877 2.4939 -1.1016  -0.117
C 2.0931 3.2632 -1.0134  -0.497
F 2.0418 4.3145 -0.1315  0.113
F 3.1211 2.4552 -0.5985  0.130
F 2.4716 3.7975 -2.2127  0.113
C -0.3813 3.1619 -0.8383  0.047
C -1.6076 2.4450 -0.8264  -0.117
C -2.8532 3.2578 -0.6192  -0.515
F -3.0073 4.1780 -1.6229  0.117
F -3.9680 2.4763 -0.5880  0.125
F -2.8212 3.9722 0.5553  0.110
C -1.6534 1.0811 -0.9817  0.043
C 1.0774 1.2051 -3.0492  -0.082
C -0.1327 1.7345 -3.8073  -0.210
C -0.3084 3.1100 -3.9518  -0.043
C -1.5172 3.6229 -4.4331  -0.078
C -2.5228 2.7498 -4.8509  -0.092
C -2.3191 1.3702 -4.7831  -0.078
C -1.1128 0.8635 -4.2853  -0.039
O -2.4930 -1.8700 -1.0278  0.149
H -1.7850 -3.8515 -3.6921  0.101
H -2.8324 -2.4333 -3.6132  0.102
H -1.0770 -2.2477 -3.3619  0.083
H -3.1423 -5.0307 -1.9805  0.103
H -3.7363 -4.1637 -0.5338  0.093
H -4.2211 -3.6365 -2.1686  0.100
H -1.5487 -5.4397 0.0945  0.095
H -0.3291 -4.5039 0.9869  0.098
H -2.0132 -3.9364 0.9608  0.089
H -0.1738 -5.3418 -1.9808  0.099
H 0.4182 -3.7793 -2.6106  0.088
H 1.0703 -4.4419 -1.0897  0.100
H 1.7227 0.6337 -1.1430  0.135
H -0.3918 4.2413 -0.6700  0.153
H -2.6141 0.5747 -1.0412  0.130
H 1.9532 1.8339 -3.2209  0.122
H 1.3011 0.2091 -3.4487  0.128
H 0.4969 3.7797 -3.6503  0.110
H -1.6674 4.7006 -4.4616  0.106
H -3.4777 3.1433 -5.2140  0.104
H -3.0909 0.6772 -5.1163  0.100
H -0.9390 -0.2151 -4.2541  0.097

* energy relative to the best compared isomer or geometry (same formula, charge and spin): 32.4 kcal/mol
* DFT total energy: -2398.35905 Eh
* frontier orbital gap: 7.61 eV
* charge: 0

=====

[2]
ORCA calculation (wB97M-V/def2-TZVPD) on a structure of composition C42H39BrN3O8V.

Last column: Löwdin charge in e.
Geometry (Å):
V 0.9353 -1.6714 1.1993  0.808
C 3.0132 -0.5932 4.6680  -0.072
O 1.8051 -1.2499 5.0300  0.037
C 1.1420 -1.4775 3.8632  -0.282
N 1.6471 -0.9095 2.8015  0.014
C 2.7609 -0.0894 3.2200  -0.207
C 2.4044 1.3811 3.2255  -0.194
C 3.4271 2.3208 3.2415  -0.049
C 3.1320 3.6704 3.2737  -0.090
C 1.8147 4.0948 3.2907  -0.100
C 0.7949 3.1592 3.2823  -0.087
C 1.0819 1.8052 3.2515  -0.019
C 0.0018 -2.3022 3.7073  -0.202
C -0.4661 -3.1896 4.6763  0.023
C -1.4952 -4.0608 4.3394  -0.068
C -2.1032 -3.9125 3.1076  0.007
C -1.6431 -2.9300 2.2134  -0.171
N -0.5270 -2.1951 2.4529  0.025
C -2.4471 -2.5852 1.0756  -0.311
N -2.1863 -1.6645 0.2281  0.093
C -3.3094 -1.5228 -0.6608  -0.248
C -4.3142 -2.6086 -0.1601  -0.095
O -3.6590 -3.2219 0.9308  -0.010
C -3.9015 -0.1337 -0.5894  -0.174
C -5.0285 0.1964 -1.3341  -0.051
C -5.5942 1.4557 -1.2312  -0.097
C -5.0415 2.3946 -0.3753  -0.104
C -3.9112 2.0746 0.3583  -0.079
C -3.3434 0.8173 0.2536  -0.014
H 3.8365 -1.3186 4.7100  0.135
H 3.1906 0.2160 5.3806  0.131
H 3.6330 -0.2596 2.5794  0.161
H 4.4539 1.9861 3.2046  0.119
H 3.9304 4.3962 3.2729  0.099
H 1.5872 5.1519 3.3086  0.099
H -0.2321 3.4916 3.2907  0.103
H 0.2849 1.0710 3.2084  0.122
H 0.0264 -3.2274 5.6339  0.118
H -1.8253 -4.8224 5.0292  0.098
H -2.9338 -4.5318 2.8075  0.113
H -2.9804 -1.7302 -1.6889  0.142
H -4.5351 -3.3617 -0.9202  0.123
H -5.2492 -2.1598 0.1950  0.125
H -5.4654 -0.5366 -1.9993  0.113
H -6.4730 1.6988 -1.8152  0.097
H -5.4887 3.3742 -0.2868  0.094
H -3.4678 2.8005 1.0246  0.099
H -2.4586 0.5557 0.8177  0.109
O 5.8149 -5.2012 0.3819  0.102
C 4.8658 -4.4563 0.5578  -0.262
C 4.6432 -3.1285 -0.1295  -0.281
O 5.3955 -2.5937 -0.9385  0.075
C 3.3576 -2.6516 0.3785  -0.289
C 2.7956 -3.6060 1.2782  -0.269
O 1.6358 -3.3316 1.7244  -0.122
C 3.7085 -4.7136 1.4989  -0.292
O 3.6061 -5.6420 2.2940  0.067
O 2.6629 -1.6103 0.1665  -0.103
C -1.7199 2.1517 -5.0722  -0.056
C -1.0751 0.7594 -5.0164  -0.558
C -2.1412 -0.2534 -5.4456  -0.061
C 0.0920 0.7026 -6.0129  -0.042
C -0.5379 0.4616 -3.6263  -0.185
C -0.4934 -0.8206 -3.0951  -0.085
C -0.0350 -1.0092 -1.8105  -0.470
Br 0.1536 -2.7979 -1.1224  1.014
C 0.3738 0.0353 -0.9500  -0.365
O 0.5205 -0.1646 0.3102  -0.221
C 0.5919 1.2830 -1.6119  -0.074
C 0.0698 1.4628 -2.8777  0.007
C 1.4467 2.3902 -1.0047  -0.516
C 0.5541 3.3779 -0.2476  -0.030
C 2.2166 3.1344 -2.1107  -0.057
C 2.4987 1.7981 -0.0644  -0.032
H -2.2086 2.2927 -6.0345  0.078
H -0.9828 2.9414 -4.9635  0.070
H -2.4622 2.2597 -4.2845  0.090
H -2.5431 0.0322 -6.4170  0.078
H -2.9579 -0.2770 -4.7278  0.084
H -1.7289 -1.2534 -5.5384  0.073
H -0.2743 0.8475 -7.0284  0.078
H 0.5937 -0.2604 -5.9498  0.087
H 0.8191 1.4796 -5.7901  0.082
H -0.7981 -1.6811 -3.6646  0.097
H 0.1753 2.4311 -3.3326  0.095
H -0.1959 3.8015 -0.9127  0.081
H 1.1519 4.1870 0.1683  0.078
H 0.0454 2.8674 0.5642  0.072
H 1.5647 3.7360 -2.7409  0.068
H 2.7491 2.4191 -2.7360  0.094
H 2.9490 3.8044 -1.6619  0.081
H 2.0242 1.2426 0.7372  0.054
H 3.1040 2.5903 0.3739  0.083
H 3.1517 1.1171 -0.6073  0.103

* energy relative to the best compared isomer or geometry (same formula, charge and spin): 45.8 kcal/mol
* DFT total energy: -5908.23402 Eh
* spin multiplicity: 4
* frontier orbital gap (spin up / spin down): 5.73 / 6.73 eV
* charge: -1